No. 1
72
Properties=species:S:1:pos:R:3:forces:R:3:lowdin_charge:R:1 method="wB97M-V/def2-TZVPD" mol_weight_g_mol=709.467 energy_ev=-117587.108 orbital_gap_ha="0.2367 / 0.2461"
Rh -0.2651 -0.4564 -0.0055 0.47 3.80 1.99 0.805
C -1.3648 0.0112 2.1513 -0.06 -0.33 -1.14 -0.271
C -0.3654 -1.0122 2.2052 0.54 -0.76 -0.08 -0.330
C 0.9161 -0.3669 2.1228 -0.35 -0.93 -0.26 -0.257
C 0.6947 1.0210 1.9911 -0.22 0.12 -0.59 -0.219
C -0.7009 1.2608 2.0290 0.26 -0.11 -0.10 -0.206
C -1.3464 2.6026 2.0604 0.03 -0.07 -0.12 -0.025
C 1.7618 2.0617 1.9395 -0.04 -0.05 -0.11 -0.011
C 2.2527 -0.9989 2.3512 -0.07 0.06 -0.12 -0.013
C -0.5904 -2.4429 2.5928 -0.02 0.13 0.24 -0.037
C -2.8378 -0.1799 2.3069 0.07 0.05 0.06 -0.073
H -1.3257 3.0095 3.0757 0.00 -0.04 0.01 0.099
H -2.3891 2.5402 1.7519 0.00 0.08 -0.01 0.076
H -0.8207 3.3064 1.4150 -0.06 0.01 -0.01 0.075
H 2.0201 2.3885 2.9510 0.01 0.02 -0.01 0.095
H 1.4387 2.9362 1.3757 0.03 0.00 -0.02 0.081
H 2.6650 1.6641 1.4776 0.02 0.04 -0.01 0.077
H 2.9693 -0.7091 1.5803 0.03 -0.05 0.00 0.076
H 2.1867 -2.0849 2.3648 0.02 0.00 -0.04 0.077
H 2.6487 -0.6689 3.3155 0.03 -0.04 0.00 0.095
H -0.5716 -2.5396 3.6829 -0.06 -0.09 0.00 0.091
H 0.1900 -3.0873 2.1925 -0.03 -0.03 -0.05 0.064
H -1.5528 -2.8048 2.2340 0.02 -0.02 -0.04 0.074
H -3.1465 0.0240 3.3355 0.01 0.01 0.01 0.096
H -3.1331 -1.1953 2.0522 -0.01 0.01 0.00 0.050
H -3.3841 0.4999 1.6515 -0.07 -0.03 0.02 0.072
C 1.0265 -4.1126 -2.0371 0.06 0.03 0.07 -0.066
C 1.3917 -3.4111 -0.7267 -0.05 0.10 -0.17 -0.208
C 2.6570 -2.6090 -0.8837 -0.24 0.25 -0.12 -0.181
C 3.8601 -3.2732 -0.7019 0.07 0.04 0.05 -0.050
C 5.0745 -2.6416 -0.9053 0.02 -0.02 -0.01 -0.076
C 5.0788 -1.3157 -1.2875 0.08 -0.04 -0.04 -0.054
C 3.9012 -0.6025 -1.4825 -0.26 0.07 0.14 -0.169
C 4.0490 0.8580 -1.8469 -0.01 -0.09 -0.17 -0.209
C 4.4660 1.0556 -3.3089 -0.05 0.08 0.10 -0.085
C 2.6570 -1.2518 -1.2952 0.68 -0.42 0.01 -0.167
N 1.4616 -0.5224 -1.4127 -1.24 -0.36 0.53 0.014
C 1.2221 0.2877 -2.4048 0.08 -0.35 -0.07 -0.105
C 0.2263 1.2651 -2.3210 -0.18 0.51 -0.33 -0.343
C -0.1789 2.2444 -3.2479 0.26 -0.32 0.01 -0.038
C -1.1557 2.9932 -2.6141 -0.12 0.01 0.25 -0.084
C -1.3109 2.4378 -1.3292 -0.28 0.22 -0.11 -0.166
N -0.4723 1.4232 -1.1468 0.15 -1.43 0.02 -0.023
H 0.0862 -4.6588 -1.9424 0.00 0.00 -0.02 0.073
H 1.8129 -4.8148 -2.3183 -0.02 -0.02 -0.04 0.082
H 0.9295 -3.3807 -2.8401 0.01 -0.02 -0.02 0.073
H 1.5303 -4.1617 0.0552 0.01 0.05 0.04 0.111
H 0.5682 -2.7610 -0.4286 -0.10 -0.04 0.06 0.053
H 3.8394 -4.3111 -0.3885 -0.03 0.00 -0.03 0.116
H 6.0052 -3.1755 -0.7641 0.00 0.00 0.03 0.103
H 6.0233 -0.8027 -1.4321 -0.01 0.02 0.01 0.115
H 4.8240 1.2925 -1.2110 -0.04 0.01 0.05 0.113
H 3.1271 1.4021 -1.6489 0.03 0.08 0.06 0.094
H 5.4320 0.5872 -3.4986 0.00 -0.01 -0.02 0.072
H 4.5466 2.1177 -3.5447 0.02 -0.01 -0.03 0.075
H 3.7447 0.6078 -3.9932 0.03 0.00 -0.02 0.064
H 1.7750 0.2031 -3.3384 0.24 0.06 0.13 0.136
H 0.2170 2.3727 -4.2438 -0.03 0.02 0.00 0.104
H -1.7009 3.8359 -3.0072 0.03 0.02 0.01 0.090
H -1.9919 2.7653 -0.5575 -0.02 -0.10 -0.04 0.092
F -2.3362 -5.5933 -5.0062 0.04 -0.11 -0.08 0.132
C -2.3218 -4.6476 -4.0726 0.01 0.12 0.14 -0.143
C -1.5674 -3.5015 -4.2547 -0.06 0.00 -0.06 -0.162
F -0.8349 -3.3638 -5.3617 0.04 0.03 -0.05 0.122
C -1.5836 -2.5113 -3.2925 -0.27 -0.05 0.34 -0.279
F -0.8630 -1.4096 -3.4965 0.12 0.01 -0.19 0.085
C -2.3192 -2.6357 -2.1178 0.19 -0.28 -0.31 -0.487
Se -2.4391 -1.2420 -0.8431 0.19 0.10 0.24 0.831
C -3.0533 -3.8089 -1.9560 0.25 0.36 0.12 -0.262
F -3.7651 -3.9853 -0.8406 -0.11 -0.19 -0.04 0.075
C -3.0620 -4.8052 -2.9126 0.00 -0.03 -0.06 -0.148
F -3.7731 -5.9193 -2.7319 -0.05 -0.04 0.01 0.122

***

No. 2
68
Properties=species:S:1:pos:R:3:forces:R:3:mulliken_spin:R:1 method="wB97M-V/def2-TZVPD" multiplicity=3 charge=+1 mol_weight_g_mol=586.859 energy_ev=-87107.059 e_above_lowest_kj_mol=88.0 orbital_gap_ha="0.2165 / 0.2739"
Ti 0.7537 0.8660 0.3651 0.56 -0.20 -0.49 1.065
Cl 4.0468 -3.4731 -3.9481 -0.03 0.03 0.02 -0.005
C 2.9748 -2.3638 -3.1485 0.12 -0.05 0.03 -0.060
C 1.7544 -2.0462 -3.7444 -0.13 0.09 0.04 0.164
C 0.9094 -1.1669 -3.0944 0.08 -0.26 -0.23 -0.079
C 1.2444 -0.6064 -1.8727 -0.46 0.58 0.47 0.133
O 0.3228 0.2447 -1.3151 0.51 -0.37 -0.31 -0.021
C 2.4987 -0.9047 -1.2507 0.31 -0.09 0.12 0.047
C 3.0661 -0.4121 -0.0278 -0.55 0.46 0.25 0.415
O 2.4911 0.4143 0.8591 0.48 -0.44 -0.58 0.023
C 3.3416 -1.8133 -1.9498 -0.03 -0.04 -0.08 0.113
H 1.4810 -2.4848 -4.6935 0.00 0.00 0.01 0.011
H -0.0524 -0.9101 -3.5181 0.00 0.01 0.00 0.001
H 4.0650 -0.7348 0.2369 0.05 -0.02 -0.03 -0.007
H 4.3015 -2.0704 -1.5207 0.00 0.00 0.00 0.002
C 1.3981 -2.5686 1.9554 0.07 -0.11 0.09 0.028
P 0.0566 -1.4744 1.4227 -0.18 0.07 -0.20 0.025
C -1.0686 -1.5054 2.8602 0.02 -0.03 0.10 -0.009
C -0.8629 -2.4209 0.1777 -0.03 0.04 -0.07 -0.008
C -2.1710 -2.0387 -0.1249 -0.05 0.02 0.02 0.007
C -2.8765 -2.6634 -1.1392 0.05 -0.01 0.01 0.005
C -2.2744 -3.6797 -1.8724 -0.03 0.00 -0.01 -0.004
C -0.9750 -4.0645 -1.5838 0.02 0.03 0.04 0.007
C -0.2688 -3.4352 -0.5650 0.02 -0.03 -0.05 -0.011
H 2.1600 -2.6557 1.1831 -0.02 0.01 -0.03 -0.007
H 1.0102 -3.5586 2.1976 0.01 0.00 0.02 0.001
H 1.8671 -2.1388 2.8411 0.01 0.01 -0.01 -0.001
H -1.3661 -2.5308 3.0815 0.00 0.01 0.02 -0.002
H -1.9656 -0.9165 2.6709 0.01 0.00 -0.02 0.003
H -0.5634 -1.0866 3.7322 0.01 0.01 -0.02 0.001
H -2.6618 -1.2517 0.4407 0.03 0.00 0.01 0.001
H -3.8921 -2.3553 -1.3521 0.00 -0.01 -0.01 0.000
H -2.8217 -4.1707 -2.6664 0.01 0.00 0.01 0.000
H -0.5012 -4.8544 -2.1518 -0.01 0.00 0.00 0.004
H 0.7510 -3.7412 -0.3668 0.00 0.01 0.01 0.001
N 1.2525 2.9214 -0.5852 0.39 0.00 0.09 0.042
C 2.6822 2.9780 -0.8218 -0.11 -0.09 -0.08 -0.011
C 3.1973 2.4367 -1.9872 0.08 -0.03 -0.02 0.020
C 4.5729 2.3992 -2.1702 -0.02 -0.02 -0.04 -0.016
C 5.4255 2.9003 -1.1982 -0.05 0.02 0.03 0.005
C 4.8943 3.4507 -0.0389 0.02 0.01 0.00 0.001
C 3.5221 3.4902 0.1521 0.03 0.04 0.03 0.000
H 0.9769 3.7289 -0.0360 -0.11 0.02 -0.01 0.011
H 0.7668 2.9744 -1.4751 -0.10 -0.03 0.00 0.008
H 2.5338 2.0357 -2.7455 0.00 -0.02 0.01 -0.009
H 4.9737 1.9731 -3.0805 0.01 0.01 0.01 0.001
H 6.4962 2.8706 -1.3458 0.00 0.00 0.01 0.000
H 5.5484 3.8534 0.7229 0.01 0.00 -0.01 0.000
H 3.1100 3.9188 1.0594 0.00 -0.02 0.00 0.000
O -5.9270 0.0432 -0.9137 -0.04 -0.02 0.07 0.000
C -6.1042 0.8157 0.2543 0.13 -0.03 -0.10 0.000
N -4.7629 1.2334 0.6066 -0.03 0.00 0.03 0.000
C -4.4233 1.5241 1.8761 0.18 0.07 0.21 -0.002
O -5.2119 1.5300 2.7997 -0.07 -0.02 -0.04 -0.001
C -2.9602 1.8099 2.1614 -0.05 -0.04 -0.38 -0.007
C -2.6068 2.1468 3.4598 -0.09 0.01 0.18 0.030
C -1.2738 2.3394 3.7740 0.16 0.08 -0.10 -0.015
C -0.3260 2.1548 2.7813 -0.08 0.13 0.45 0.063
N -0.6569 1.8043 1.5379 -0.66 0.34 0.53 -0.026
C -1.9494 1.6726 1.2265 -0.37 -0.04 0.03 0.050
H -6.7903 -0.1765 -1.2773 -0.01 0.01 -0.04 0.000
H -6.5130 0.2402 1.0854 -0.01 0.00 0.03 0.000
H -6.7423 1.6827 0.0657 -0.02 0.02 -0.01 0.000
H -4.1058 1.2777 -0.1533 -0.05 0.02 -0.03 0.001
H -3.3945 2.2365 4.1972 0.02 0.01 0.00 0.000
H -0.9567 2.6173 4.7689 -0.04 0.00 0.01 0.000
H 0.7327 2.2745 2.9892 0.01 -0.06 0.01 0.000
H -2.1530 1.4148 0.1924 0.04 -0.11 0.01 0.011

***

No. 3
15
Properties=species:S:1:pos:R:3:forces:R:3:nbo_charge:R:1 method="wB97M-V/def2-TZVPD" charge=+1 mol_weight_g_mol=98.129 energy_ev=-8738.700 smiles="C=[NH+]CCN=C=N" e_above_lowest_kj_mol=393.8 orbital_gap_ha=0.3236
C 0.3372 2.0221 1.2923 -1.35 -0.81 -1.06 0.685
C -1.5059 -0.9099 0.4432 0.25 0.76 2.53 0.142
C 0.9921 0.5768 -0.4544 -1.95 -2.20 -0.63 -0.214
C 0.6185 -0.9272 -0.5497 2.01 0.19 1.30 -0.251
N 0.1750 1.0723 0.5169 -0.47 1.58 3.31 -0.611
N 0.0171 2.9882 1.8923 0.54 2.31 2.19 -0.633
N -0.8776 -1.0057 -0.6323 4.49 -0.67 0.04 -0.406
H -0.9891 -0.8876 1.4714 -0.84 -0.47 -2.00 0.264
H -2.5298 -0.7140 0.3484 -1.57 0.04 0.29 0.223
H 2.0062 0.7609 -0.3522 2.03 0.05 0.01 0.229
H 0.5757 0.9031 -1.3381 0.01 1.53 -2.61 0.189
H 1.2230 -1.2543 -1.4045 -0.96 -0.86 0.12 0.253
H 1.0326 -1.3117 0.4409 -1.11 -0.38 -1.48 0.237
H 0.2316 3.4917 2.7773 -0.12 -1.03 -1.26 0.452
H -1.2406 -0.8723 -1.5460 -0.97 -0.05 -0.75 0.443